[1]
Here is a cluster of 2 separate species, C4H9NO2 in total from the OMol25 dataset. Energies are from wB97M-V/def2-TZVPD.

Calculated values
E_LUMO in eV: 1.02
ΔE to the lowest compared entry with this formula, charge and spin in kJ/mol: 189.42
Frontier orbital gap in Ha: 0.3954
Electronic energy in Ha: -363.0134
E_HOMO in Ha: -0.35801

Atoms and positions in Å:
1 O 0.956 -1.500 0.657
2 O 1.614 -0.864 -1.404
3 N -0.754 0.434 -0.673
4 C -2.421 0.947 1.093
5 C 2.668 -0.135 -0.781
6 C 0.777 -1.441 -0.538
7 C -1.420 0.125 0.360
8 H 3.259 -0.792 -0.138
9 H -1.181 -0.841 0.817
10 H -1.951 1.243 2.037
11 H -2.708 1.840 0.531
12 H -0.983 1.348 -1.059
13 H 2.266 0.682 -0.173
14 H -3.306 0.352 1.338
15 H -0.084 -1.898 -1.049
16 H 3.280 0.264 -1.589

These are the Mulliken partial charges, in e, on atoms 1 to 6: number 1, O, carries -0.555; number 2, O, carries -0.288; number 3, N, carries -0.522; number 4, C, carries -1.053; number 5, C, carries -0.582; number 6, C, carries 0.148

[2]
Here is an isolated molecule of C4H5N2O4PS in a non-equilibrium geometry from the OMol25 dataset. Energies are from wB97M-V/def2-TZVPD.

Calculated values
E_LUMO in eV: -0.61
ΔE to the lowest compared entry with this formula, charge and spin in kJ/mol: 437.81
Frontier orbital gap in Ha: 0.3164
Electronic energy in Ha: -1305.3573
E_HOMO in Ha: -0.33868

Atoms and positions in Å:
1 S 0.335 0.041 4.766
2 P -0.714 -1.302 -1.213
3 O 1.464 0.575 -0.834
4 O 1.954 2.890 -0.289
5 O 1.453 1.145 1.335
6 O 0.347 -1.922 -2.404
7 N 0.592 -0.968 1.982
8 N -2.097 -0.634 -2.103
9 C 0.565 -0.568 3.228
10 C 1.688 1.727 0.027
11 C 0.121 0.191 -0.401
12 C 0.281 0.274 1.192
13 H -2.973 -0.753 -1.561
14 H -0.694 0.655 1.648
15 H 0.189 -2.890 -2.537
16 H -2.006 0.398 -2.210
17 H -0.504 1.141 -0.625

These are the Mulliken partial charges, in e, on atoms 1 to 6: number 1, S, carries -0.190; number 2, P, carries 0.177; number 3, O, carries -0.381; number 4, O, carries -0.473; number 5, O, carries -0.285; number 6, O, carries -0.498

[3]
Here is a structure of composition C29H38Cl2GdN9 in a non-equilibrium geometry from the OMol25 dataset. Energies are from wB97M-V/def2-TZVPD.

Calculated values
E_LUMO (spin up / spin down) in eV: -11.45 / -14.18
ΔE to the lowest compared entry with this formula, charge and spin in kJ/mol: 144.54
Frontier orbital gap (spin up / spin down) in Ha: 0.2405 / 0.1291
Electronic energy in Ha: -3305.2694
Expectation value of S²: 16.07
Net charge: +4
Multiplicity: 8
E_HOMO (spin up / spin down) in Ha: -0.66117 / -0.65006

Atoms and positions in Å:
1 Gd 10.167 10.820 12.037
2 Cl 7.275 11.329 13.554
3 Cl 7.588 11.181 10.675
4 N 13.146 11.978 11.023
5 N 12.284 10.886 10.910
6 N 10.306 12.345 8.664
7 N 11.749 12.613 12.827
8 N 10.456 8.857 10.418
9 N 12.879 14.305 14.330
10 N 9.188 13.542 6.238
11 N 10.550 9.540 14.080
12 N 10.621 13.283 12.172
13 C 9.332 15.860 14.627
14 C 9.812 13.736 8.581
15 C 11.671 13.659 13.893
16 C 11.932 8.313 15.620
17 C 15.778 15.824 12.661
18 C 11.728 9.342 14.732
19 C 9.640 11.552 7.598
20 C 14.853 15.543 13.689
21 C 13.839 13.882 12.156
22 C 12.655 9.883 10.183
23 C 12.225 7.665 9.247
24 C 9.666 7.667 15.220
25 C 10.108 6.615 9.715
26 C 11.711 8.782 9.940
27 C 9.667 15.414 13.140
28 C 8.465 15.173 12.195
29 C 6.408 11.470 12.107
30 C 10.482 16.630 12.660
31 C 11.409 6.532 9.202
32 C 9.972 14.404 7.248
33 C 9.622 7.856 10.225
34 C 14.810 14.153 11.149
35 C 13.896 14.572 13.376
36 C 12.904 12.806 11.990
37 C 9.524 8.736 14.402
38 C 9.635 12.095 6.176
39 C 10.622 14.291 13.011
40 C 10.920 7.416 15.774
41 C 15.716 15.152 11.467
42 H 10.041 17.462 13.138
43 H 13.097 14.401 15.329
44 H 12.528 10.015 14.580
45 H 11.214 13.329 14.823
46 H 10.259 14.283 9.439
47 H 7.856 14.343 12.574
48 H 11.514 16.434 13.013
49 H 9.591 15.415 7.287
50 H 11.278 12.291 8.590
51 H 8.586 9.073 14.041
52 H 8.616 16.659 14.481
53 H 8.915 11.506 5.630
54 H 10.928 6.636 16.499
55 H 16.602 15.271 10.861
56 H 8.548 11.527 7.957
57 H 8.174 13.569 6.572
58 H 14.738 13.552 10.174
59 H 10.997 14.350 6.871
60 H 12.900 8.255 16.110
61 H 10.153 16.360 15.124
62 H 16.595 16.546 12.972
63 H 11.795 5.563 8.936
64 H 8.897 14.932 11.262
65 H 8.819 7.005 15.394
66 H 8.966 15.068 15.307
67 H 7.985 16.183 12.212
68 H 13.625 9.873 9.697
69 H 8.592 7.947 10.624
70 H 9.380 5.801 9.667
71 H 6.011 12.474 12.036
72 H 9.215 13.990 5.304
73 H 10.033 10.494 7.609
74 H 8.739 13.717 8.916
75 H 10.511 16.784 11.560
76 H 10.599 12.015 5.801
77 H 15.008 15.965 14.636
78 H 5.751 10.647 12.067
79 H 13.219 7.767 8.856

These are the Mulliken partial charges, in e, on atoms 1 to 6: number 1, Gd, carries 0.609; number 2, Cl, carries -0.028; number 3, Cl, carries -0.097; number 4, N, carries -0.989; number 5, N, carries 0.832; number 6, N, carries 0.158

[4]
Here is a structure of composition C2H5NO2 in a non-equilibrium geometry from the OMol25 dataset. Energies are from wB97M-V/def2-TZVPD.

Calculated values
E_LUMO in eV: 0.05
ΔE to the lowest compared entry with this formula, charge and spin in kJ/mol: 383.38
Frontier orbital gap in Ha: 0.3469
Electronic energy in Ha: -284.3213
E_HOMO in Ha: -0.34498

Atoms and positions in Å:
1 O 0.283 1.471 0.427
2 O -1.131 -1.545 -0.481
3 N 1.027 -0.878 -0.408
4 C -0.818 0.701 0.034
5 C -0.222 -0.700 -0.287
6 H 1.112 -1.990 -0.003
7 H 1.502 -0.481 0.803
8 H 0.911 1.910 -0.356
9 H -1.232 0.523 1.085
10 H -1.434 0.987 -0.814

These are the Mulliken partial charges, in e, on atoms 1 to 6: number 1, O, carries -0.569; number 2, O, carries -0.612; number 3, N, carries -0.619; number 4, C, carries -0.159; number 5, C, carries 0.360; number 6, H, carries 0.368

[5]
Here is a structure of composition C37H42IKN8O6PSe2 from the OMol25 dataset. Energies are from wB97M-V/def2-TZVPD.

Calculated values
E_LUMO (spin up / spin down) in eV: 1.02 / 1.02
ΔE to the lowest compared entry with this formula, charge and spin in kJ/mol: 103.52
Frontier orbital gap (spin up / spin down) in Ha: 0.1409 / 0.1926
Electronic energy in Ha: -8366.4434
Net charge: -1
E_HOMO (spin up / spin down) in Ha: -0.10340 / -0.15501

Atoms and positions in Å:
1 I -1.973 -0.755 -4.803
2 Se -0.384 2.663 -2.501
3 Se -1.399 3.287 0.181
4 K 0.267 -0.156 -1.205
5 P 0.134 0.686 1.873
6 O -0.692 -1.475 0.675
7 O -5.875 -1.511 -0.786
8 O 3.140 5.033 -0.159
9 O 0.139 6.210 -2.964
10 O 6.684 -5.092 -0.418
11 O 7.281 -2.999 -0.641
12 N -2.688 -4.375 1.282
13 N 0.578 -0.640 4.322
14 N 0.381 1.779 4.489
15 N -1.594 0.430 4.062
16 N 2.787 -0.810 -1.968
17 N -3.478 -0.578 -1.992
18 N 0.997 -2.841 -1.684
19 N 6.395 -3.899 -0.682
20 C -2.822 -0.726 -0.912
21 C 4.146 -4.620 -0.917
22 C -3.004 0.827 -3.924
23 C 0.950 -0.652 2.866
24 C 2.298 -3.106 -1.484
25 C -3.789 -4.048 0.584
26 C 4.998 0.059 -2.004
27 C -0.242 5.795 -1.657
28 C 2.780 -4.393 -1.157
29 C -3.733 3.113 -3.967
30 C -3.485 0.681 -2.624
31 C -3.125 2.033 -4.592
32 C 0.494 -5.145 -1.296
33 C 0.799 4.883 -1.005
34 C -0.940 -0.739 4.515
35 C -3.923 -2.892 -0.158
36 C 1.174 3.705 -1.912
37 C -1.573 0.546 2.595
38 C 5.082 -3.590 -0.994
39 C 3.625 0.193 -2.156
40 C 0.674 2.041 3.058
41 C -1.704 -2.267 0.629
42 C -0.427 -3.938 2.024
43 C 0.263 4.334 0.322
44 C 0.124 -3.828 -1.604
45 C 1.067 0.643 4.992
46 C -5.187 -2.735 -0.972
47 C -4.186 2.990 -2.664
48 C 2.046 5.738 -0.737
49 C 5.510 -1.159 -1.615
50 C -1.680 -3.533 1.303
51 C 3.274 -2.017 -1.621
52 C -2.862 -1.969 -0.126
53 C 1.812 -5.424 -1.068
54 C -1.055 1.617 4.711
55 C -4.065 1.781 -1.999
56 C 4.654 -2.254 -1.399
57 H -1.209 5.290 -1.689
58 H -0.266 -5.913 -1.228
59 H -5.879 -3.521 -0.665
60 H -0.415 -5.021 2.141
61 H 1.750 2.205 2.954
62 H 1.024 3.668 0.742
63 H 2.415 6.139 -1.680
64 H 1.887 3.066 -1.392
65 H -0.043 5.460 -3.544
66 H 4.495 -5.605 -0.650
67 H -2.105 1.454 2.307
68 H 0.093 5.147 1.033
69 H -2.719 2.135 -5.588
70 H 3.185 1.145 -2.437
71 H -4.622 3.838 -2.153
72 H 0.458 -3.621 1.472
73 H 2.139 -6.427 -0.818
74 H 5.651 0.904 -2.176
75 H 2.139 0.703 4.804
76 H -5.385 -0.857 -1.300
77 H -2.089 -0.308 2.162
78 H -0.352 6.703 -1.057
79 H 2.837 4.643 0.667
80 H 1.007 -1.445 4.779
81 H -3.814 4.058 -4.487
82 H -2.174 0.080 -0.541
83 H 1.676 4.072 -2.809
84 H 1.765 6.586 -0.098
85 H -1.086 -0.886 5.587
86 H -1.264 -1.617 3.957
87 H -4.425 1.673 -0.982
88 H -4.960 -2.883 -2.032
89 H 0.167 2.964 2.777
90 H -1.236 1.545 5.787
91 H -1.570 2.491 4.318
92 H 0.875 0.516 6.059
93 H -4.600 -4.767 0.609
94 H -0.917 -3.575 -1.772
95 H 2.033 -0.522 2.813
96 H 0.676 -1.619 2.446
97 H -0.375 -3.500 3.030
98 H 6.567 -1.302 -1.464

These are the Mulliken partial charges, in e, on atoms 1 to 6: number 1, I, carries 0.118; number 2, Se, carries -0.402; number 3, Se, carries -0.261; number 4, K, carries 1.036; number 5, P, carries 1.211; number 6, O, carries -0.146

[6]
Here is a structure of composition C11H25BBaF4N2O3SeSi in a non-equilibrium geometry from the OMol25 dataset. Energies are from wB97M-V/def2-TZVPD.

Calculated values
E_LUMO in eV: 0.01
Frontier orbital gap in Ha: 0.2556
Electronic energy in Ha: -3910.5205
E_HOMO in Ha: -0.25507

Atoms and positions in Å:
1 Ba 1.487 0.848 0.488
2 Se 3.259 -0.200 -1.833
3 Si 5.217 0.762 -2.105
4 F 0.436 2.518 4.742
5 F 0.636 1.810 2.558
6 F -0.024 3.971 3.003
7 F -1.439 2.214 3.440
8 O -1.208 0.075 0.879
9 O 0.946 -1.126 1.832
10 O -0.305 2.190 -0.413
11 N -2.004 3.537 0.191
12 N 0.058 -1.595 3.848
13 C -1.056 -1.669 4.781
14 C -1.420 2.348 0.109
15 C 5.362 1.552 -3.803
16 C 5.513 2.144 -0.850
17 C -3.288 3.764 0.838
18 C -2.134 1.141 0.708
19 C 1.326 -2.104 4.352
20 C -0.027 -1.140 2.599
21 C -1.370 -0.601 2.117
22 C -1.293 4.733 -0.244
23 C 6.623 -0.464 -1.889
24 B -0.110 2.690 3.497
25 H -1.723 5.114 -1.172
26 H 6.647 -0.828 -0.859
27 H 1.271 -3.186 4.484
28 H -2.063 -1.443 2.005
29 H 5.137 0.827 -4.587
30 H -2.545 1.430 1.673
31 H 4.645 2.371 -3.895
32 H 2.116 -1.871 3.647
33 H -1.762 0.092 2.862
34 H 1.536 -1.636 5.313
35 H 7.592 -0.011 -2.117
36 H -0.247 4.497 -0.401
37 H -0.789 -1.146 5.699
38 H -2.946 0.833 0.041
39 H 5.480 1.750 0.170
40 H 4.748 2.919 -0.946
41 H 6.486 -1.329 -2.541
42 H -3.843 4.506 0.264
43 H -3.885 2.857 0.861
44 H -3.139 4.128 1.856
45 H -1.949 -1.208 4.376
46 H 6.488 2.619 -0.991
47 H -1.382 5.489 0.535
48 H 6.365 1.950 -3.979
49 H -1.277 -2.712 5.017

These are the Mulliken partial charges, in e, on atoms 1 to 6: number 1, Ba, carries 1.515; number 2, Se, carries -0.641; number 3, Si, carries 0.472; number 4, F, carries -0.320; number 5, F, carries -0.343; number 6, F, carries -0.366